Record 1
{"formula": "C108H76Br10O14", "method": "wB97M-V/def2-TZVPD", "orbital_gap_ev": 7.96, "energy_ha": -30954.68889, "lumo_ev": -1.48, "smiles": "O=C1c2ccccc2C(=O)c2ccccc21.O=C1c2ccccc2C(=O)c2ccccc21.O=C1c2ccccc2C(=O)c2ccccc21.O=C1c2ccccc2C(=O)c2ccccc21.O=C1c2ccccc2C(=O)c2ccccc21.O=C1c2ccccc2C(=O)c2ccccc21.O=C1c2ccccc2C(=O)c2ccccc21.BrCCBr.BrCCBr.BrCCBr.BrCCBr.BrCCBr", "species": ["C", "C", "C", "C", "C", "C", "C", "O", "C", "C", "C", "C", "C", "C", "C", "O", "H", "H", "H", "H", "H", "H", "H", "H", "C", "C", "C", "C", "C", "C", "C", "O", "C", "C", "C", "C", "C", "C", "C", "O", "H", "H", "H", "H", "H", "H", "H", "H", "C", "C", "C", "C", "C", "C", "C", "O", "C", "C", "C", "C", "C", "C", "C", "O", "H", "H", "H", "H", "H", "H", "H", "H", "C", "C", "C", "C", "C", "C", "C", "O", "C", "C", "C", "C", "C", "C", "C", "O", "H", "H", "H", "H", "H", "H", "H", "H", "C", "C", "C", "C", "C", "C", "C", "O", "C", "C", "C", "C", "C", "C", "C", "O", "H", "H", "H", "H", "H", "H", "H", "H", "C", "C", "C", "C", "C", "C", "C", "O", "C", "C", "C", "C", "C", "C", "C", "O", "H", "H", "H", "H", "H", "H", "H", "H", "C", "C", "C", "C", "C", "C", "C", "O", "C", "C", "C", "C", "C", "C", "C", "O", "H", "H", "H", "H", "H", "H", "H", "H", "Br", "C", "C", "Br", "H", "H", "H", "H", "Br", "C", "C", "Br", "H", "H", "H", "H", "Br", "C", "C", "Br", "H", "H", "H", "H", "Br", "C", "C", "Br", "H", "H", "H", "H", "Br", "C", "C", "Br", "H", "H", "H", "H"], "xyz": [[3.29828, 9.16535, 1.37824], [2.16335, 10.04016, 1.37188], [0.87665, 9.53318, 1.51161], [0.68857, 8.12665, 1.42602], [1.76168, 7.31906, 1.34627], [3.08351, 7.83021, 1.28725], [1.61711, 5.86339, 1.03889], [2.62384, 5.16222, 1.02957], [0.22546, 5.38030, 0.65213], [-0.01697, 4.15809, -0.07811], [-1.27916, 3.80660, -0.49566], [-2.35864, 4.53880, -0.07900], [-2.14495, 5.72069, 0.62838], [-0.88101, 6.18927, 0.84606], [-0.69977, 7.60121, 1.43344], [-1.67833, 8.31436, 1.56440], [4.28684, 9.58049, 1.12353], [2.33333, 11.05465, 1.42112], [0.01500, 10.16143, 1.72076], [3.88041, 7.05134, 1.23130], [0.85181, 3.57854, -0.33959], [-1.44704, 2.98241, -1.19791], [-3.38828, 4.28084, -0.32655], [-3.01710, 6.23211, 1.11559], [3.31532, -3.36038, -4.18400], [2.20404, -2.60806, -4.52913], [1.86540, -1.49810, -3.69968], [2.69470, -1.13671, -2.57983], [3.91297, -1.80712, -2.44570], [4.10524, -2.97509, -3.12872], [4.79323, -1.57547, -1.28482], [5.81618, -2.18949, -1.05845], [4.30646, -0.52252, -0.24778], [5.12012, -0.40134, 0.86534], [4.71321, 0.40496, 1.90085], [3.47445, 1.02816, 1.81578], [2.65911, 0.91549, 0.69955], [3.12267, 0.14325, -0.40067], [2.31877, -0.05262, -1.62520], [1.24183, 0.54809, -1.87637], [3.56302, -4.22125, -4.82844], [1.54282, -2.99716, -5.27479], [1.12163, -0.83179, -4.00193], [4.93953, -3.58140, -2.91193], [6.03117, -0.98612, 1.08889], [5.24850, 0.31608, 2.83633], [3.21459, 1.57362, 2.73237], [1.64805, 1.39587, 0.60359], [0.15824, -5.69641, -3.51327], [0.60292, -6.14175, -4.79829], [0.08100, -7.32318, -5.35097], [-0.83835, -8.02670, -4.61849], [-1.29413, -7.55532, -3.38136], [-0.80508, -6.42946, -2.82143], [-2.37512, -8.27617, -2.70229], [-2.85915, -7.82946, -1.66173], [-2.78093, -9.65227, -3.18386], [-3.68943, -10.41657, -2.52180], [-4.07316, -11.64162, -3.07437], [-3.60292, -12.05961, -4.26664], [-2.63623, -11.33092, -4.94962], [-2.25594, -10.14219, -4.37129], [-1.35916, -9.33211, -5.15940], [-0.89748, -9.71403, -6.19810], [0.45889, -4.67418, -3.12288], [1.26545, -5.48241, -5.34468], [0.39115, -7.67472, -6.32101], [-1.32904, -6.09572, -1.97834], [-4.08811, -9.88591, -1.65092], [-4.83449, -12.17341, -2.59762], [-4.02074, -12.96826, -4.67529], [-2.09722, -11.64538, -5.87298], [5.96810, 4.87374, 4.02814], [5.48987, 3.76576, 4.75897], [4.81373, 4.01015, 5.93492], [4.43442, 5.27587, 6.34411], [4.93771, 6.40467, 5.61572], [5.71157, 6.18778, 4.49244], [4.73675, 7.79983, 6.10934], [5.50294, 8.69776, 5.81012], [3.59327, 8.04444, 7.03796], [3.12843, 9.38049, 7.27833], [2.13742, 9.59926, 8.17914], [1.58213, 8.49853, 8.78107], [2.02641, 7.18940, 8.58705], [3.04818, 6.97868, 7.66859], [3.43880, 5.52982, 7.45798], [2.99513, 4.64818, 8.17489], [6.61265, 4.76480, 3.14253], [5.78955, 2.76194, 4.44618], [4.58564, 3.10972, 6.56841], [6.02450, 7.11571, 4.02706], [3.51534, 10.12590, 6.56133], [1.62128, 10.55409, 8.30953], [0.69063, 8.56570, 9.41539], [1.44706, 6.37144, 9.00377], [-4.54798, -4.77781, -2.02704], [-3.24852, -4.32887, -1.63973], [-2.58373, -3.42699, -2.47108], [-3.19854, -2.99445, -3.64950], [-4.50139, -3.34635, -3.95875], [-5.16795, -4.30017, -3.17531], [-5.14468, -2.78425, -5.11653], [-6.23958, -3.24511, -5.44977], [-4.52457, -1.63859, -5.86946], [-5.26360, -0.92090, -6.78310], [-4.67156, 0.15421, -7.39474], [-3.38406, 0.50812, -7.05741], [-2.64143, -0.26799, -6.18294], [-3.22557, -1.29294, -5.46095], [-2.47283, -2.01914, -4.46689], [-1.27750, -1.88448, -4.26999], [-5.05558, -5.51899, -1.44059], [-2.83092, -4.77982, -0.76883], [-1.60794, -3.05090, -2.31420], [-6.15164, -4.56404, -3.45548], [-6.23281, -1.17688, -7.08588], [-5.33780, 0.73432, -8.09232], [-2.91703, 1.36690, -7.49856], [-1.59423, -0.15009, -5.99372], [-7.19650, -1.64080, 0.51223], [-6.08844, -2.40287, 0.84029], [-4.83122, -2.10954, 0.27179], [-4.69344, -0.92629, -0.49815], [-5.82362, -0.14970, -0.83092], [-7.09089, -0.60394, -0.38784], [-5.67390, 1.06131, -1.68899], [-6.58409, 1.83252, -1.79581], [-4.38803, 1.31413, -2.31992], [-4.38688, 2.24439, -3.32581], [-3.24191, 2.42150, -4.06360], [-2.08582, 1.65718, -3.81311], [-2.09977, 0.65764, -2.83812], [-3.23311, 0.56805, -1.99181], [-3.33814, -0.39828, -0.90412], [-2.34664, -0.79786, -0.32852], [-8.20275, -1.83473, 0.89938], [-6.27564, -3.28721, 1.38599], [-3.96139, -2.71853, 0.24138], [-7.90871, 0.01287, -0.78673], [-5.25077, 2.76492, -3.64378], [-3.21059, 3.14489, -4.92436], [-1.16116, 1.82956, -4.32260], [-1.21302, 0.03769, -2.71754], [-4.18199, 1.11151, 2.05198], [-5.09909, 1.97088, 2.64231], [-4.67744, 3.12416, 3.21961], [-3.26416, 3.37462, 3.35143], [-2.34254, 2.45498, 2.81417], [-2.82105, 1.30772, 2.11241], [-0.88278, 2.66047, 3.01171], [-0.10296, 1.75989, 2.62801], [-0.39441, 3.96339, 3.59317], [0.99665, 4.27221, 3.63315], [1.39486, 5.40549, 4.25389], [0.47167, 6.38550, 4.75214], [-0.89020, 6.07272, 4.67021], [-1.28100, 4.80121, 4.23868], [-2.77579, 4.45952, 4.21551], [-3.53856, 5.01464, 5.02099], [-4.56489, 0.21008, 1.60591], [-6.14670, 1.74424, 2.57526], [-5.37842, 3.81330, 3.69126], [-2.16407, 0.55120, 1.72353], [1.67780, 3.65381, 3.03628], [2.41589, 5.67551, 4.26705], [0.88620, 7.28470, 5.11833], [-1.67705, 6.74691, 5.06956], [-0.74996, -3.98602, -7.29122], [-1.03069, -3.03281, -8.94029], [-2.52707, -2.89467, -8.97917], [-2.87554, -1.96204, -10.72641], [-0.58965, -3.66067, -9.75364], [-0.49124, -2.11053, -8.92214], [-2.89196, -2.22192, -8.20653], [-3.02229, -3.80997, -8.93277], [5.61693, -7.42504, 0.04031], [4.68303, -8.49402, -1.17312], [3.35979, -7.93156, -1.56208], [2.79173, -8.80972, -3.18059], [4.60784, -9.50243, -0.83584], [5.35163, -8.73501, -2.00867], [3.43163, -6.88515, -1.76934], [2.50823, -8.08947, -0.90096], [3.49310, -1.21631, 5.78393], [2.15899, -2.20327, 4.73478], [2.84292, -2.92932, 3.56305], [3.77218, -4.54966, 4.09090], [1.27448, -1.58689, 4.54438], [1.70257, -2.91706, 5.41033], [3.43470, -2.24179, 2.92616], [2.04364, -3.36266, 2.95279], [7.79090, 0.44417, 4.55227], [7.84366, -0.19464, 6.47841], [7.95955, 0.86482, 7.56852], [6.19605, 1.31762, 8.25785], [8.59663, -0.93532, 6.41986], [6.92319, -0.80323, 6.61086], [8.31171, 1.86372, 7.20167], [8.60525, 0.43761, 8.34615], [1.56597, -3.57294, -0.28954], [0.38699, -2.12582, 0.13669], [0.28773, -1.77213, 1.60231], [-0.54600, -3.13743, 2.78125], [-0.63550, -2.28527, -0.26611], [0.83895, -1.26098, -0.33548], [-0.46531, -0.94740, 1.65201], [1.17307, -1.46325, 2.10506]]}

=====

Record 2
{"formula": "C10Cl4N2O2PdS2", "method": "wB97M-V/def2-TZVPD", "orbital_gap_ev": 6.01, "energy_ha": -3406.24936, "de_lowest_kj_mol": 0.0, "lumo_ev": 4.37, "total_charge": -2, "species": ["Pd", "S", "C", "S", "C", "C", "N", "C", "N", "Cl", "C", "C", "Cl", "C", "Cl", "C", "O", "C", "O", "C", "Cl"], "xyz": [[0.06147, 0.80322, 0.06220], [-1.15896, 2.37328, 1.19940], [0.23712, 3.36600, 1.21935], [1.47775, 2.57076, 0.34857], [0.34617, 4.60587, 1.84086], [-0.75191, 5.19132, 2.52945], [-1.62805, 5.68262, 3.09963], [1.55584, 5.35277, 1.80285], [2.52583, 5.97965, 1.78659], [-1.93347, -5.55420, -1.50171], [-0.97322, -4.11463, -1.30667], [0.35672, -4.10660, -1.67109], [1.09718, -5.53854, -2.33069], [1.11649, -2.93735, -1.50286], [2.79914, -2.90513, -1.94805], [0.57417, -1.77080, -0.96330], [1.27115, -0.69552, -0.74791], [-0.82730, -1.77123, -0.61498], [-1.35755, -0.66039, -0.18950], [-1.55347, -2.94827, -0.77972], [-3.23508, -2.92284, -0.33245]]}